# 1
Here is C39H28BrCl5I2N5O4Rb as an isolated structure from the Open Molecules 2025 dataset. Energies are from wB97M-V/def2-TZVPD.

The geometry in XYZ format:
```
85
Properties=species:S:1:pos:R:3:forces:R:3:mulliken_charge:R:1
Rb -1.897663 1.289952 -0.344030 0.1 -0.6 0.2 0.878
Cl -3.207309 -1.247095 -2.697772 0.0 0.0 0.1 -0.184
C -3.240327 -2.399675 -1.336465 0.1 0.1 -0.2 1.037
C -2.952229 -1.923445 -0.077775 -0.2 0.0 0.0 -1.281
C -2.967725 -2.890000 0.901013 0.1 0.0 0.1 0.540
Cl -2.574031 -2.403995 2.568885 0.0 0.0 0.0 -0.249
C -3.204047 -4.244575 0.681017 0.0 0.0 -0.1 -0.283
Cl -3.146309 -5.421087 1.959533 0.0 0.0 0.0 -0.230
C -3.466295 -4.667214 -0.620234 0.0 0.0 0.0 0.434
Cl -3.732296 -6.347668 -0.958426 0.0 0.0 0.0 -0.244
C -3.485741 -3.732231 -1.652822 0.0 0.0 0.1 -0.371
Cl -3.768599 -4.267538 -3.280207 0.0 0.0 0.0 -0.216
C 0.328119 -4.464844 -1.780463 0.0 0.0 0.0 -0.723
C 0.534905 -4.585260 -0.408069 0.0 0.0 0.0 -0.838
C 0.505262 -3.465826 0.404310 0.0 0.0 0.0 -0.474
C 0.249471 -2.223227 -0.168071 0.1 -0.1 0.1 -0.072
C 0.007236 -2.103299 -1.524810 0.0 0.0 0.0 0.012
C 0.067207 -3.223440 -2.340441 0.0 0.0 0.0 -0.657
N 0.195985 -1.014979 0.587758 0.1 -0.2 0.0 1.134
N 0.773044 -1.076697 1.680943 0.0 0.1 -0.1 -0.521
C 0.683660 0.160090 2.398217 0.0 -0.2 -0.1 -0.200
C 1.798071 0.535402 3.136445 0.0 0.0 0.0 -0.444
C 1.758799 1.757071 3.784253 0.0 0.0 0.0 -0.392
C 0.607203 2.526081 3.691847 0.0 0.0 0.0 -0.647
C -0.464932 2.030222 2.964000 0.0 -0.1 0.0 -0.181
N -0.435928 0.860838 2.327838 0.0 0.3 0.0 -0.062
H 0.339546 -5.349603 -2.405678 0.0 0.0 0.0 0.405
H 0.702889 -5.562364 0.028641 0.0 0.0 0.0 0.453
H 0.654535 -3.537463 1.472901 0.0 0.0 0.0 0.508
H -0.247701 -1.138658 -1.937257 0.0 0.0 0.0 0.574
H -0.125529 -3.120085 -3.400683 0.0 0.0 0.0 0.411
H 2.659799 -0.117478 3.151757 0.0 0.0 0.0 0.567
H 2.615391 2.109677 4.346191 0.0 0.0 0.0 0.391
H 0.529428 3.491990 4.171972 0.0 0.0 0.0 0.425
H -1.384191 2.601152 2.880590 0.0 0.0 0.0 0.316
I -4.701949 4.668507 -2.929461 0.0 0.0 0.0 -0.006
C -2.676226 4.414734 -2.366200 0.1 0.0 0.1 0.414
I -1.358974 5.855110 -3.204304 0.0 0.0 0.0 -0.039
H -2.328826 3.447546 -2.710373 0.0 0.0 0.0 -0.104
H -2.625630 4.504559 -1.282625 0.0 0.0 0.0 -0.193
Br -4.550359 6.369613 5.545741 0.0 0.0 0.0 -0.245
C -4.913948 4.981843 4.292174 0.0 0.0 0.0 0.048
C -5.944808 4.095187 4.553000 0.0 0.0 0.0 -0.140
N -6.252406 3.102218 3.725517 0.0 0.0 0.0 -0.694
C -5.526646 2.975811 2.613849 0.0 0.0 0.0 -0.089
C -4.478443 3.823983 2.273972 0.0 0.0 0.0 -0.020
C -4.163338 4.858991 3.139609 0.0 0.0 0.0 -0.231
C -3.678987 3.622968 0.980972 0.1 0.1 0.1 0.568
O -2.732060 4.419104 0.798992 0.0 0.0 0.1 -0.908
O -4.025810 2.668725 0.259697 -0.6 0.3 0.1 -0.798
H -6.533787 4.193139 5.458153 0.0 0.0 0.0 0.345
H -5.767988 2.163522 1.939830 0.0 0.0 0.0 0.516
H -3.349388 5.524096 2.883350 0.0 0.0 0.0 0.545
C 5.738321 -0.429149 2.222466 0.0 0.0 0.0 -1.628
C 4.945921 -1.012360 1.078135 0.0 0.0 0.0 1.537
C 4.990506 -2.388271 0.861669 0.0 0.0 0.0 -1.171
C 4.278893 -2.954947 -0.183028 0.0 0.0 0.0 -1.199
C 3.531889 -2.162820 -1.035852 0.0 0.0 0.0 -0.579
C 3.489149 -0.779447 -0.846407 0.0 0.0 0.0 0.329
N 2.732414 0.076714 -1.633518 -0.1 0.1 0.0 0.239
C 2.244451 -0.122003 -2.911947 0.0 0.0 -0.1 0.412
C 2.895111 -0.938493 -3.845605 0.0 0.0 0.0 -0.470
C 2.387728 -1.098339 -5.123316 0.0 0.0 0.0 -0.624
C 1.227398 -0.444031 -5.512229 0.0 0.0 0.0 -0.816
C 0.596257 0.389135 -4.600747 0.0 0.0 0.0 -0.465
C 1.081567 0.576188 -3.313834 0.0 0.0 0.0 -0.045
C 0.289788 1.496496 -2.383753 0.1 0.0 0.0 0.753
O 0.790476 1.779193 -1.257720 0.2 0.0 -0.1 -0.870
O -0.832843 1.870865 -2.777372 0.1 0.0 -0.4 -0.739
C 4.190332 -0.200417 0.231876 0.0 0.0 0.0 0.833
C 4.094955 1.288946 0.420839 0.0 0.0 0.0 -1.806
H 6.242583 -1.221925 2.775514 0.0 0.0 0.0 0.388
H 5.106788 0.118910 2.925464 0.0 0.0 0.0 0.277
H 6.500458 0.270889 1.871197 0.0 0.0 0.0 0.363
H 5.572770 -3.013651 1.528922 0.0 0.0 0.0 0.287
H 4.282134 -4.029324 -0.323366 0.0 0.0 0.0 0.394
H 2.929495 -2.618866 -1.809195 0.0 0.0 0.0 0.566
H 2.184505 0.814380 -1.163020 0.0 0.0 0.0 0.441
H 3.811648 -1.440172 -3.568134 0.0 0.0 0.0 0.514
H 2.910451 -1.744124 -5.820488 0.0 0.0 0.0 0.378
H 0.822866 -0.579365 -6.507272 0.0 0.0 0.0 0.400
H -0.313871 0.918078 -4.852711 0.0 0.0 0.0 0.478
H 4.350104 1.808971 -0.505705 0.0 0.0 0.0 0.416
H 4.751364 1.645299 1.211970 0.0 0.0 0.0 0.436
H 3.076259 1.599242 0.670325 0.0 0.0 0.0 0.189
```
Forces are in eV/Å.

Its total energy is -206053.96286 eV. Its charge is -2. Its LUMO energy is 3.4732 eV.

# 2
Here is C39H28N10OS4Ta as an isolated structure from the Open Molecules 2025 dataset. Energies are from wB97M-V/def2-TZVPD.

The geometry in XYZ format:
```
83
Properties=species:S:1:pos:R:3:forces:R:3:mulliken_charge:R:1
Ta -0.192026 -0.388190 -2.170902 -0.4 -0.8 -0.3 2.324
N 0.092038 -2.622407 1.584745 0.0 0.0 0.0 -0.049
C -0.019307 -1.643763 2.614725 0.0 -0.1 0.0 0.371
C 0.735701 -1.741244 3.767887 0.0 0.0 0.1 -0.711
C 0.677264 -0.711666 4.698399 0.0 0.0 0.0 -0.578
C -0.092461 0.418052 4.452543 0.0 0.0 0.0 -0.774
C -0.837385 0.513861 3.283685 0.0 0.0 0.1 -0.630
C -0.824831 -0.542594 2.388098 -0.2 0.1 0.1 0.374
S -1.848377 -0.604516 0.962228 0.1 0.1 0.0 -0.172
N -0.676652 -1.244341 -0.125433 0.0 0.1 -0.4 0.186
C 0.024308 -2.253819 0.289496 0.1 -0.1 0.0 0.009
C 0.768580 -3.040730 -0.728554 0.0 -0.1 -0.1 1.039
C 1.362481 -4.256774 -0.450990 0.0 0.0 0.0 -0.618
C 2.020668 -4.935573 -1.467819 0.0 0.0 0.0 -1.062
C 2.082488 -4.360634 -2.721032 0.0 0.0 0.0 -1.081
C 1.453277 -3.141673 -2.928255 0.0 0.0 0.0 -0.689
N 0.779302 -2.512004 -1.967346 -0.1 0.4 0.3 0.993
H 0.760878 -3.346599 1.792940 0.0 -0.1 0.0 0.242
H 1.375625 -2.600634 3.931716 0.0 0.0 0.0 0.417
H 1.257904 -0.783298 5.607765 0.0 0.0 0.0 0.425
H -0.107350 1.231799 5.162924 0.0 0.1 0.0 0.492
H -1.428462 1.396430 3.074531 0.0 0.0 0.0 0.534
H 1.317740 -4.699103 0.533349 0.0 0.0 0.0 0.573
H 2.484781 -5.892328 -1.271362 0.0 0.0 0.0 0.512
H 2.601312 -4.834651 -3.541710 0.0 0.0 0.0 0.526
H 1.466894 -2.659844 -3.895868 0.0 0.0 0.0 0.377
N -4.182313 1.548043 -1.935421 0.0 0.0 0.0 0.120
C -2.862083 1.626577 -2.066026 -0.1 0.0 0.0 -0.508
N -2.383090 0.396740 -2.129202 0.3 0.0 0.2 0.054
C -3.484424 -0.398023 -2.028325 0.1 0.1 0.0 0.370
N -4.602436 0.268029 -1.905072 -0.1 -0.1 0.0 -0.778
C -3.340160 -1.844756 -2.116837 0.0 -0.1 0.0 -0.035
C -4.424338 -2.709194 -2.030218 0.0 0.0 0.0 -0.550
N -4.283631 -4.017436 -2.181406 0.0 0.0 0.0 -0.568
C -3.059433 -4.456158 -2.439873 0.1 0.0 0.0 -0.563
C -1.967997 -3.600320 -2.511914 0.0 0.0 0.0 -0.308
N -2.096056 -2.288770 -2.329936 0.0 0.1 0.1 0.699
H -4.851862 2.300644 -1.888430 0.0 0.0 0.0 0.216
H -2.285557 2.535206 -2.114227 0.0 0.0 0.0 0.636
H -5.416423 -2.319856 -1.838974 0.0 0.0 0.0 0.502
H -2.933030 -5.519780 -2.597856 0.0 0.0 0.0 0.414
H -0.985380 -3.987104 -2.738180 0.0 0.0 0.0 0.440
S -0.488691 -1.080766 -4.524562 0.1 0.1 0.0 -0.725
C -0.000965 0.510870 -5.060254 0.0 0.0 0.0 0.852
S 0.137102 1.560475 -3.690647 0.0 0.0 0.0 -0.509
C 0.247482 0.826479 -6.352675 -0.1 -0.1 0.1 0.717
C 0.134441 -0.172901 -7.369815 0.1 0.0 -0.1 -0.092
N 0.065159 -0.990841 -8.174567 0.0 0.0 0.0 -0.449
C 0.629833 2.155158 -6.716348 0.0 0.0 -0.1 -0.157
N 0.923262 3.228181 -7.004561 0.0 0.0 0.0 -0.437
C 2.003958 -0.101549 -1.863979 0.2 0.1 0.0 -1.575
C 2.733495 -0.772392 -0.740014 0.0 -0.1 0.0 0.121
C 3.683571 -1.766054 -0.981390 0.0 0.0 0.0 -0.070
C 4.333928 -2.411589 0.060772 0.0 0.0 0.0 -0.906
C 4.064638 -2.060450 1.376810 0.0 0.0 0.0 -0.758
C 3.149176 -1.046817 1.633434 0.1 0.0 0.0 -0.605
C 2.485423 -0.418085 0.590141 0.0 0.0 0.0 0.076
H 2.435608 -0.413041 -2.826697 0.0 -0.1 0.0 0.538
H 2.176609 0.971208 -1.804658 0.0 0.0 0.0 0.744
H 3.934329 -2.020519 -2.005603 0.0 0.0 0.0 0.551
H 5.073050 -3.172979 -0.156199 0.0 0.0 0.0 0.478
H 4.589312 -2.544949 2.190050 0.0 0.0 0.0 0.455
H 2.958510 -0.732381 2.652102 0.0 0.0 0.0 0.725
H 1.767287 0.368393 0.800261 0.0 0.0 0.0 0.235
C -0.667601 6.279503 6.882825 0.0 0.0 0.0 -1.131
C -0.506060 5.469343 5.626418 0.0 -0.1 0.0 0.759
O -0.269618 4.292491 5.602878 0.0 0.0 0.0 -0.517
S -0.728320 6.449519 4.142789 0.0 0.0 0.0 -0.217
C -0.568021 5.191125 2.904671 0.0 0.0 0.0 -0.057
C 0.687279 4.701889 2.560008 0.0 0.0 0.0 -0.517
C 0.811142 3.744285 1.569878 0.0 0.0 0.0 -0.465
C -0.321987 3.267039 0.906878 0.0 0.0 0.0 0.407
C -1.578159 3.764415 1.259467 0.0 0.0 0.0 -0.381
C -1.701271 4.720259 2.253911 0.0 0.0 0.0 -0.592
C -0.209943 2.256716 -0.103062 0.1 0.0 0.0 0.176
C -0.113414 1.346714 -0.900345 -0.2 0.2 0.0 -1.697
H 0.041933 5.923153 7.626937 0.0 0.0 0.0 0.314
H -1.676810 6.117383 7.264644 0.0 0.0 0.0 0.291
H -0.529092 7.344005 6.704421 0.0 0.0 0.0 0.389
H 1.565605 5.077201 3.067115 0.0 0.0 0.0 0.451
H 1.786649 3.365343 1.295021 0.0 0.0 0.0 0.545
H -2.459885 3.391966 0.752536 0.0 0.0 0.0 0.426
H -2.675081 5.104599 2.527575 0.0 0.0 0.0 0.438
```
Forces are in eV/Å.

Its total energy is -102733.77855 eV. Its charge is +1. Its LUMO energy is -4.2079 eV.

> charge of number 1 (C39H28BrCl5I2N5O4Rb)?

-2